Version a
Computed, not measured: an isolated molecule of C2HO2P, with the ωB97M-V functional and the def2-TZVPD basis.

Orbital gap (spin up / spin down) = 7.1573 / 7.1946 eV
Molecular weight = 88.00 g/mol
E_HOMO (spin up / spin down) = -9.046 / -9.055 eV
SMILES = O=c1[pH]c1=O

```
! wB97M-V def2-TZVPD RIJCOSX def2/J DEFGRID3
* xyz 0 1
O -3.13 0.52 0.37
C -2.10 0.14 -0.13
P -0.41 0.89 -0.61
C -1.46 -1.08 -0.19
O -0.88 -2.12 -0.16
H -0.12 0.01 -1.77
*
```


Version b
Computed, not measured: a cluster of 2 separate species, C2HO2P in total, with the ωB97M-V functional and the def2-TZVPD basis.

Orbital gap (spin up / spin down) = 9.0900 / 9.0907 eV
Molecular weight = 88.00 g/mol
E_HOMO (spin up / spin down) = -9.701 / -9.702 eV
SMILES = O=C=O.C#P

```
! wB97M-V def2-TZVPD RIJCOSX def2/J DEFGRID3
* xyz 0 1
O 2.17 -0.87 -0.65
C 1.77 -1.49 -1.57
O 0.95 -1.73 -2.32
C 0.14 0.53 0.87
P 1.61 0.52 1.48
H 0.14 -0.15 0.04
*
```


Structures ranked by computed energy, the most stable listed first: version b, version a.